ORCA calculation (the ωB97M-V functional and the def2-TZVPD basis) on a molecular structure, C10H28FN2O3Y.

The expectation value of S² is 0.7505. Its HOMO energy (alpha / beta) is -0.317 / -0.429 hartree. Its frontier orbital gap (alpha / beta) is 5.75 / 8.50 eV. As for the net charge: +1. The multiplicity is 2.

```
45
C10H28FN2O3Y (the ωB97M-V functional and the def2-TZVPD basis)
Y -1.323 1.704 0.405
F 0.956 1.622 0.135
C -1.255 -2.103 2.884
C -0.610 -1.185 1.953
C 0.029 -1.928 0.823
O -0.786 -2.552 -0.095
C -0.093 -3.383 -1.054
N -1.694 -0.380 1.567
H -2.046 -2.677 2.401
H -1.761 -1.634 3.728
H -0.534 -2.858 3.198
H 0.064 -0.659 2.630
H 0.752 -2.640 1.220
H 0.537 -1.129 0.281
H 0.596 -2.987 -1.800
H -0.899 -4.065 -1.323
H 0.609 -3.980 -0.472
H -2.212 -0.205 2.417
H -2.244 -1.112 1.140
C -1.557 -0.592 -3.672
C -0.959 0.365 -2.578
C -1.378 1.848 -2.909
O -1.026 2.687 -1.787
C 0.033 3.656 -2.099
N -1.580 0.016 -1.302
H -1.146 -0.531 -4.680
H -2.631 -0.419 -3.744
H -1.384 -1.608 -3.317
H 0.130 0.397 -2.534
H -2.448 2.059 -2.925
H -1.002 2.173 -3.879
H -0.151 4.177 -3.039
H 1.090 3.400 -2.023
H -0.035 4.444 -1.349
H -2.522 -0.235 -1.569
H -1.315 -0.948 -1.159
C 3.223 1.832 3.380
C 3.617 0.608 2.518
O 3.502 1.052 1.193
H 3.525 2.818 3.026
H 3.564 1.677 4.404
H 2.133 1.835 3.411
H 2.985 -0.209 2.865
H 4.665 0.382 2.711
H 2.582 1.266 1.022
```

***

ORCA calculation (the ωB97M-V functional and the def2-TZVPD basis) on a molecular structure, C10H29CeN5.

Its HOMO energy (alpha / beta) is -0.903 / -0.903 hartree. The value obtained for the energy above the lowest of the compared OMol25 structures with the same formula, charge and spin is 41.45 kcal/mol. Its frontier orbital gap (alpha / beta) is 7.19 / 7.19 eV. As for the net charge: +4.

```
45
C10H29CeN5 (the ωB97M-V functional and the def2-TZVPD basis)
Ce -12.918 4.213 1.477
N -14.807 3.901 3.304
C -14.690 2.643 4.032
C -13.220 2.428 4.430
N -12.198 2.638 3.321
C -10.839 2.990 3.889
C -10.265 3.921 2.861
N -11.222 5.145 2.779
H -14.885 4.688 3.919
H -15.764 3.952 2.876
H -15.065 1.913 3.379
H -15.236 2.768 5.009
H -13.230 1.472 4.942
H -13.118 3.259 5.124
H -12.063 1.710 2.892
H -10.234 2.127 4.068
H -10.857 3.382 4.902
H -10.093 3.491 1.859
H -9.175 4.185 2.973
H -10.815 5.953 2.297
H -11.534 5.482 3.724
C -14.708 6.280 0.903
N -14.498 5.136 0.050
C -15.662 4.240 -0.038
C -14.026 5.453 -1.321
C -12.822 6.302 -1.193
N -11.766 5.519 -0.432
C -10.513 6.263 -0.213
C -11.483 4.329 -1.165
H -15.029 7.213 0.315
H -13.702 6.546 1.283
H -15.524 6.062 1.604
H -16.324 4.491 -0.847
H -16.255 4.284 0.896
H -15.391 3.201 -0.204
H -14.801 6.001 -1.894
H -13.902 4.475 -1.860
H -12.942 7.296 -0.869
H -12.389 6.496 -2.163
H -10.126 6.648 -1.178
H -9.782 5.579 0.093
H -10.665 7.177 0.366
H -10.397 4.206 -1.192
H -11.888 4.451 -2.185
H -11.900 3.362 -0.727
```

***

Calculated total energy / eV: -23700.015, -31173.313
F_max / eV/A: 3.49, 2.87